Computed, not measured: C17H28BCuN7S as an isolated structure, with ωB97M-V with the def2-TZVPD basis set.

```
! wB97M-V def2-TZVPD RIJCOSX def2/J DEFGRID3
* xyz 0 2
Cu -0.290 0.948 -0.010
C -5.224 -0.252 -2.827
C -3.998 -1.142 -2.995
N -3.394 -1.509 -1.720
C -2.574 -0.701 -1.011
S -1.770 0.615 -1.792
N -2.492 -1.003 0.279
N -1.584 -0.259 0.937
C -1.611 -0.227 2.223
C -2.644 -0.948 3.026
C -0.571 0.612 2.846
C -0.331 0.653 4.213
C 0.649 1.505 4.697
C 1.368 2.294 3.814
C 1.088 2.184 2.461
N 0.149 1.366 2.000
H -5.640 0.016 -3.800
H -5.999 -0.763 -2.253
H -4.952 0.666 -2.304
H -4.262 -2.066 -3.510
H -3.241 -0.635 -3.588
H -3.926 -2.136 -1.132
H -3.562 -1.003 2.447
H -2.334 -1.973 3.243
H -2.834 -0.435 3.968
H -0.900 0.024 4.882
H 0.849 1.555 5.760
H 2.129 2.980 4.157
H 1.617 2.765 1.715
C 0.874 -1.960 -0.351
C 2.022 -2.935 -0.726
N 3.217 -2.188 -1.118
C 2.894 -1.344 -2.270
C 1.745 -0.364 -1.917
N 1.333 -0.571 -0.512
C 2.496 -0.344 0.364
C 3.634 -1.333 -0.008
H 0.555 -2.094 0.684
H -0.001 -2.099 -0.988
H 1.735 -3.578 -1.559
H 2.282 -3.581 0.115
H 2.619 -1.993 -3.103
H 3.795 -0.802 -2.560
H 0.866 -0.520 -2.543
H 2.051 0.675 -2.031
H 2.172 -0.481 1.398
H 2.808 0.695 0.241
H 3.893 -1.972 0.839
H 4.536 -0.798 -0.307
B 2.065 4.487 -1.780
C 1.231 3.315 -1.166
N 0.668 2.430 -0.680
H 1.339 5.132 -2.503
H 2.966 3.946 -2.393
H 2.486 5.145 -0.852
*
```

Frontier orbital gap (spin up / spin down): 7.5 / 7.5 eV
DFT total energy: -84665.47940 eV
Lowest unoccupied orbital energy (spin up / spin down): -0.76 / -0.77 eV
HOMO (spin up / spin down): -8.26 / -8.22 eV


Computed, not measured: C31H61ClIInN3O as an isolated structure, with ωB97M-V with the def2-TZVPD basis set.

```
! wB97M-V def2-TZVPD RIJCOSX def2/J DEFGRID3
* xyz -1 1
C 5.916 -0.094 1.729
C 5.823 -0.992 0.422
C 4.966 -0.351 -0.753
In 2.715 -0.270 -0.320
C 2.022 1.681 -1.322
C 0.446 1.889 -1.268
C -0.136 2.171 0.188
C -1.311 3.259 0.078
C -2.740 2.614 -0.156
C -3.260 1.723 1.057
C -4.172 0.564 0.430
C -4.613 -0.544 1.484
C -5.060 -1.821 0.627
O -6.168 -1.429 -0.218
C -5.796 -1.500 -1.610
C 2.230 -0.034 1.873
C 1.771 -1.349 2.634
C 1.440 -0.906 4.149
I 3.378 -2.838 2.843
C 1.735 -2.039 -1.334
Cl 1.388 -3.478 -0.242
C 0.387 -1.710 -2.112
C 0.628 -0.981 -3.511
H 5.488 -0.596 2.649
H 7.015 0.090 1.956
H 5.391 0.897 1.616
H 6.895 -1.127 0.053
H 5.416 -2.034 0.609
H 5.296 0.736 -0.857
H 5.168 -0.858 -1.752
H 2.490 2.503 -0.695
H 2.361 1.691 -2.397
H -0.150 1.036 -1.703
H 0.212 2.796 -1.924
H -0.536 1.176 0.565
H 0.631 2.536 0.929
H -1.137 3.983 -0.783
H -1.285 3.904 1.016
H -3.467 3.488 -0.258
H -2.830 2.032 -1.122
H -2.375 1.306 1.613
H -3.885 2.369 1.754
H -5.067 1.040 -0.060
H -3.530 0.054 -0.357
H -3.777 -0.847 2.186
H -5.518 -0.149 2.038
H -5.439 -2.656 1.293
H -4.185 -2.198 0.006
H -4.835 -0.944 -1.801
H -5.682 -2.580 -1.928
H -6.618 -1.018 -2.223
H 3.190 0.309 2.383
H 1.488 0.808 2.050
H 0.823 -1.785 2.220
H 1.129 -1.774 4.798
H 2.411 -0.507 4.591
H 0.712 -0.041 4.188
H 2.466 -2.406 -2.128
H -0.375 -1.186 -1.468
H -0.077 -2.719 -2.382
H -0.317 -1.061 -4.138
H 0.867 0.116 -3.407
H 1.437 -1.490 -4.126
C 4.561 6.327 -3.427
C 4.650 4.949 -4.073
C 4.242 3.819 -3.124
C 5.148 3.805 -1.933
N 5.856 3.803 -1.014
H 5.243 6.419 -2.579
H 4.832 7.103 -4.147
H 3.546 6.530 -3.075
H 5.674 4.787 -4.423
H 4.002 4.925 -4.953
H 4.309 2.856 -3.634
H 3.211 3.952 -2.788
C -7.411 1.450 4.235
C -7.260 1.774 5.714
C -6.669 3.163 5.952
C -5.305 3.243 5.339
N -4.244 3.306 4.867
H -6.442 1.436 3.729
H -7.858 0.462 4.107
H -8.051 2.180 3.732
H -6.626 1.017 6.184
H -8.241 1.713 6.195
H -6.590 3.362 7.023
H -7.307 3.933 5.512
C 1.553 -7.871 -3.588
C 1.666 -7.544 -2.102
C 2.251 -6.154 -1.841
C 3.628 -6.066 -2.414
N 4.698 -5.998 -2.862
H 2.532 -7.888 -4.072
H 1.105 -8.858 -3.727
H 0.926 -7.138 -4.103
H 2.287 -8.304 -1.618
H 0.674 -7.603 -1.648
H 2.300 -5.962 -0.769
H 1.626 -5.382 -2.293
*
```

Frontier orbital gap: 6.4 eV
DFT total energy: -65447.80296 eV
Lowest unoccupied orbital energy: 1.98 eV
HOMO: -4.44 eV
Energy relative to the best compared isomer or geometry (same formula, charge and spin): 289.6 kJ/mol


Computed, not measured: C25H17CaCl2F5N5O4S2 as an isolated structure, with ωB97M-V with the def2-TZVPD basis set.

```
! wB97M-V def2-TZVPD RIJCOSX def2/J DEFGRID3
* xyz -1 1
Ca -0.467 0.199 -0.094
Cl -3.709 1.783 3.370
C -3.131 0.159 3.177
C -3.527 -0.811 4.096
C -3.089 -2.103 3.966
Cl -3.594 -3.294 5.131
C -2.235 -2.474 2.908
C -1.734 -3.777 2.700
C -0.885 -4.023 1.655
C -0.521 -2.965 0.810
N -0.975 -1.747 0.970
C -1.824 -1.475 1.986
C -2.275 -0.099 2.097
O -1.911 0.794 1.257
H -4.183 -0.541 4.911
H -2.028 -4.570 3.373
H -0.493 -5.017 1.485
H 0.163 -3.126 -0.018
F 0.984 -0.809 2.829
C 1.693 0.271 2.402
C 1.481 0.761 1.125
C 2.295 1.835 0.828
F 2.193 2.415 -0.412
C 3.235 2.395 1.677
F 3.995 3.437 1.290
C 3.389 1.863 2.943
F 4.288 2.376 3.794
C 2.605 0.785 3.311
F 2.746 0.255 4.539
N -0.736 2.664 -0.524
C -1.097 2.463 -1.869
C -0.144 2.528 -2.896
C -0.492 2.239 -4.209
C -1.796 1.895 -4.528
C -2.754 1.857 -3.527
C -2.416 2.143 -2.208
S -2.237 1.402 -6.215
O -2.274 2.624 -6.987
O -3.515 0.717 -6.082
O -1.150 0.503 -6.644
H 0.061 3.271 -0.402
H -1.513 2.872 0.087
H 0.873 2.811 -2.654
H 0.237 2.297 -5.006
H -3.773 1.628 -3.810
H -3.169 2.126 -1.428
C -4.238 -3.285 -2.521
C -3.823 -1.844 -2.215
C -2.389 -1.591 -2.537
N -1.557 -1.033 -1.729
N -0.316 -0.851 -2.250
C -0.230 -1.258 -3.479
N 0.875 -1.225 -4.265
S -1.703 -1.948 -4.083
H -5.283 -3.439 -2.258
H -3.628 -3.988 -1.953
H -4.111 -3.492 -3.583
H -3.979 -1.605 -1.162
H -4.430 -1.169 -2.826
H 1.596 -0.590 -3.957
H 0.588 -1.113 -5.240
*
```

Frontier orbital gap: 7.4 eV
DFT total energy: -120588.45994 eV
Lowest unoccupied orbital energy: 1.82 eV
HOMO: -5.62 eV
Energy relative to the best compared isomer or geometry (same formula, charge and spin): 105.3 kJ/mol